(1)
The following is a DFT calculation (ωB97M-V with the def2-TZVPD basis set) of an isolated molecule of C4H5Cl2F at a distorted geometry.

```
12
Properties=species:S:1:pos:R:3:forces:R:3:nbo_charge:R:1
C -1.94906 0.56046 -0.69909 -4.12 -1.43 3.46 0.472
C -3.39548 0.05093 0.41113 4.82 1.52 -2.98 -0.256
C 0.29291 0.22785 0.48220 -1.91 0.28 1.64 -0.607
C -0.64670 -0.19226 -0.65321 -1.14 -1.89 0.74 -0.542
F -1.82491 1.89087 -0.68332 0.07 -0.31 -0.13 -0.344
Cl -4.78439 0.96950 0.57114 -0.32 0.53 -0.14 0.088
Cl -3.56938 -1.61027 0.45575 -0.19 -1.08 0.08 0.061
H 1.31550 0.19842 0.12468 0.15 0.09 0.31 0.216
H -0.09221 1.28600 0.66245 1.34 -1.19 0.43 0.220
H 0.13192 -0.43333 1.41278 0.41 1.24 -1.35 0.216
H -0.16991 0.27859 -1.47600 0.52 -0.49 -1.64 0.234
H -0.81746 -1.36944 -0.69675 0.38 2.73 -0.41 0.243
```
Forces are in eV/Å.

Calculated values
Energy relative to the best compared isomer or geometry (same formula, charge and spin) (kJ/mol): 400.1
Total charge: 0
SMILES: CCC(F)=C(Cl)Cl
HOMO (alpha / beta) (eV): -8.21 / -8.56
Max |F| (Eh/bohr): 0.1141

(2)
The following is a DFT calculation (ωB97M-V with the def2-TZVPD basis set) of a 4-piece molecular cluster, C44H93N7O2 overall at a distorted geometry.

```
146
Properties=species:S:1:pos:R:3:forces:R:3:lowdin_charge:R:1
C -2.75135 -0.49205 -1.91313 0.31 0.16 -0.98 -0.117
C -2.34506 0.22869 -3.29475 -0.16 0.14 2.03 -0.245
C -0.90335 0.83322 -3.10056 -0.03 0.16 -0.40 -0.228
C -0.03244 0.92436 -4.40345 0.62 -0.22 -0.24 -0.207
C -0.05172 -0.36803 -5.30151 -0.85 -0.19 0.32 -0.217
C 0.06949 -1.72399 -4.51680 0.65 -0.19 -0.41 -0.204
C 1.57774 -2.14688 -4.18334 -1.38 -0.36 -0.67 -0.183
C 1.80244 -3.62475 -4.71801 1.04 0.49 0.69 -0.194
C 2.95234 -4.40295 -3.94499 -0.46 -0.25 -0.56 -0.197
C 2.33539 -5.51024 -3.01202 -0.23 0.48 0.70 -0.211
C 1.87700 -4.93111 -1.61196 1.27 -0.15 -0.14 -0.194
C 3.14915 -4.67237 -0.68423 -0.09 0.57 -1.16 -0.183
C 3.57658 -3.14099 -0.71923 0.36 -0.35 1.35 -0.194
C 3.33469 -2.43303 0.67716 -0.69 1.13 -0.66 -0.196
C 2.40779 -1.14412 0.56389 0.58 -0.56 1.01 -0.211
C 2.30313 -0.54759 2.03503 -0.37 0.77 -1.69 -0.205
C 1.49592 0.79735 1.92127 0.78 0.03 0.61 -0.165
C 1.50075 1.62095 3.29136 -1.05 -0.94 -1.20 -0.087
N 1.76325 3.03877 2.93394 1.55 -3.94 2.15 -0.081
N 0.74550 3.86782 2.68541 1.18 3.59 -1.10 0.166
C 1.38341 5.06410 2.35472 1.95 -1.54 0.54 -0.310
N 0.77362 6.20787 1.99996 0.41 -0.26 0.56 0.060
C 1.64812 7.33952 1.64808 0.03 1.28 -1.01 -0.193
C 0.91500 8.72434 1.57648 -0.33 -0.25 -0.37 -0.187
C 1.73648 9.72322 0.67245 -0.46 0.55 0.84 -0.191
C 3.26920 9.81057 1.01084 -0.40 -0.19 0.24 -0.210
N 4.11100 8.78184 0.36068 -0.92 -0.23 -0.56 -0.018
C 4.35114 9.03193 -1.03628 1.60 0.64 -0.04 -0.502
N 5.43956 9.63572 -1.33324 -0.88 -0.40 -0.14 0.139
N 3.48196 8.60595 -2.11807 -0.04 -0.03 0.80 0.074
N 2.74540 4.90468 2.44013 -0.89 -0.91 0.27 0.195
C 2.99828 3.57586 2.83690 -3.56 2.91 -1.00 -0.047
C 4.34830 2.84625 3.07151 2.98 -2.78 1.66 -0.638
O 5.30738 3.09066 2.34370 -1.31 1.56 -1.17 0.016
O 4.46454 1.96932 4.00464 -2.61 1.58 -0.77 -0.069
H -3.85938 -0.61189 -1.83269 0.89 -0.15 -0.07 0.056
H -2.39659 0.07505 -1.01598 -0.24 -0.36 -0.78 0.068
H -2.22793 -1.48548 -1.94330 -0.67 0.73 0.39 0.063
H -3.05958 1.08203 -3.43441 0.52 -0.92 -0.39 0.103
H -2.42879 -0.55557 -4.08032 0.07 0.91 0.33 0.087
H -1.04517 1.88493 -2.72645 0.23 -0.96 -0.16 0.109
H -0.36700 0.27339 -2.28360 -0.39 0.39 -0.88 0.100
H -0.38110 1.78384 -5.02877 0.22 -0.62 0.47 0.105
H 1.04027 1.14917 -4.14108 -1.02 -0.12 -0.03 0.109
H 0.74392 -0.36773 -6.09231 -0.58 0.25 0.73 0.110
H -1.03103 -0.35954 -5.85913 0.88 -0.11 0.48 0.101
H -0.49565 -1.75665 -3.55410 0.20 0.26 -0.83 0.088
H -0.37159 -2.52101 -5.17322 0.34 0.66 0.57 0.105
H 2.26101 -1.43602 -4.71117 -0.30 -0.57 0.71 0.110
H 1.67800 -2.08327 -3.07275 0.37 -0.05 -0.94 0.078
H 2.12329 -3.56384 -5.79340 -0.79 -0.09 0.85 0.114
H 0.84566 -4.18668 -4.58740 0.75 0.39 -0.41 0.097
H 3.56778 -3.63758 -3.41343 -0.36 -0.83 -0.12 0.097
H 3.63242 -4.89612 -4.68979 -0.60 0.41 0.63 0.104
H 1.41813 -5.93484 -3.50249 0.99 0.19 0.19 0.103
H 3.06798 -6.33313 -2.80631 -0.65 0.59 -0.32 0.104
H 1.20137 -5.65627 -1.09945 0.25 0.69 -0.50 0.100
H 1.39488 -3.93902 -1.80017 -0.10 -0.94 0.37 0.091
H 4.01429 -5.25632 -1.10172 -0.87 0.25 0.55 0.103
H 2.93741 -5.02063 0.35359 0.31 0.37 -0.72 0.095
H 3.02157 -2.58427 -1.50948 0.46 -0.48 0.55 0.068
H 4.67890 -3.05409 -0.92578 -1.08 -0.11 -0.08 0.111
H 2.81901 -3.09640 1.42353 0.72 0.36 -0.70 0.100
H 4.30453 -2.05757 1.10032 -0.85 -0.60 -0.20 0.114
H 2.85904 -0.37514 -0.12298 -0.29 -0.70 0.65 0.118
H 1.39498 -1.39434 0.14745 0.77 0.07 0.41 0.105
H 1.82622 -1.28503 2.72946 0.48 0.64 -0.51 0.108
H 3.35132 -0.28613 2.34535 -1.02 -0.35 0.10 0.123
H 0.46051 0.64065 1.52543 0.75 0.03 0.43 0.107
H 2.04083 1.43040 1.16546 -0.53 -0.60 0.65 0.119
H 0.48016 1.52800 3.75490 1.01 0.38 -0.20 0.129
H 2.27292 1.23537 3.99742 -0.34 0.78 -0.68 0.097
H -0.25638 3.71898 2.67584 0.53 -0.83 0.21 0.181
H -0.24019 6.21381 1.95566 0.50 0.42 -0.11 0.147
H 2.51620 7.44416 2.34168 -0.84 -0.55 -0.39 0.121
H 2.09155 7.15353 0.63312 -0.31 0.04 0.95 0.119
H 0.70256 9.15446 2.59506 0.48 -0.44 -0.87 0.116
H -0.09966 8.61978 1.09362 0.90 -0.07 0.41 0.109
H 1.31214 10.74728 0.87848 0.38 -0.92 -0.31 0.114
H 1.50000 9.50431 -0.39509 0.48 0.10 0.76 0.090
H 3.36645 9.63897 2.11936 0.00 0.42 -1.00 0.125
H 3.65112 10.83058 0.74890 -0.31 -0.65 0.33 0.116
H 4.99004 8.66349 0.86874 -0.28 0.31 -0.55 0.121
H 5.46781 9.69719 -2.35682 0.20 -0.04 0.27 0.052
H 2.57163 9.06068 -2.09890 0.21 -0.38 0.05 0.057
H 3.39587 7.58859 -2.15920 -0.22 0.44 0.23 0.083
C -5.04028 -5.56149 -0.30129 0.08 -0.14 -0.02 -0.115
C -4.35459 -5.75181 1.04731 -0.14 0.06 0.00 -0.270
C -4.19522 -4.45089 1.83363 0.09 -0.03 0.09 -0.228
C -3.32157 -3.38847 1.16209 -0.03 0.01 -0.11 -0.229
C -1.89422 -3.82876 0.83180 -0.02 0.11 0.08 -0.271
C -1.07493 -4.19896 2.06213 0.10 -0.10 -0.11 -0.105
H -4.45883 -4.91565 -0.96247 -0.04 0.01 0.00 0.062
H -5.16053 -6.52425 -0.80287 -0.04 0.07 -0.03 0.070
H -6.03262 -5.12168 -0.17436 0.04 0.03 -0.03 0.074
H -3.38311 -6.23259 0.90052 0.00 0.03 0.03 0.099
H -4.95205 -6.44609 1.64589 0.07 0.00 0.01 0.105
H -3.78984 -4.68505 2.82298 0.00 0.03 -0.02 0.101
H -5.18640 -4.01954 2.01110 0.01 -0.03 -0.01 0.109
H -3.27855 -2.51298 1.81976 0.02 -0.01 -0.02 0.109
H -3.80517 -3.04749 0.24116 -0.01 0.00 0.02 0.093
H -1.39079 -3.00599 0.31345 -0.03 -0.04 -0.05 0.091
H -1.90634 -4.66952 0.13153 -0.03 0.03 0.00 0.099
H -1.01340 -3.35788 2.75736 -0.02 -0.04 0.02 0.074
H -0.05717 -4.47078 1.77115 -0.01 0.02 0.07 0.061
H -1.50382 -5.05222 2.59178 0.02 0.05 0.02 0.068
C 1.82298 -0.76874 9.52343 -0.06 -0.17 0.02 -0.117
C 2.96607 -1.56780 8.90769 0.08 0.12 0.08 -0.274
C 3.88130 -0.72737 8.01665 -0.01 -0.11 -0.06 -0.225
C 3.20853 -0.11031 6.78777 0.04 0.11 -0.02 -0.222
C 2.54194 -1.10828 5.83993 0.10 0.03 0.06 -0.265
C 3.52030 -2.09709 5.21925 -0.10 -0.09 -0.08 -0.104
H 1.15732 -0.36234 8.75946 0.02 0.03 0.03 0.062
H 1.22422 -1.40780 10.17672 -0.02 0.08 0.00 0.067
H 2.20700 0.06011 10.12309 -0.03 0.01 -0.05 0.074
H 2.56107 -2.41671 8.34890 0.03 0.01 -0.02 0.097
H 3.56753 -1.99327 9.71712 -0.02 -0.04 -0.05 0.103
H 4.72570 -1.34612 7.69768 -0.01 0.04 -0.01 0.102
H 4.31280 0.08230 8.61475 -0.01 -0.03 -0.01 0.111
H 3.96127 0.45696 6.23069 -0.08 0.00 -0.04 0.102
H 2.46090 0.62178 7.11044 0.01 0.00 0.02 0.101
H 2.05655 -0.54795 5.03439 -0.02 -0.06 0.08 0.066
H 1.74495 -1.65352 6.35672 0.00 0.02 0.00 0.101
H 4.30077 -1.57371 4.66202 0.00 0.00 0.05 0.081
H 2.99842 -2.76218 4.52564 0.08 -0.02 0.00 0.061
H 3.99783 -2.72230 5.97678 0.00 0.03 -0.03 0.067
C -6.72478 -2.53451 -3.35176 0.09 -0.13 -0.09 -0.107
C -5.84684 -1.75376 -4.32350 0.01 0.05 0.15 -0.268
C -6.21468 -0.27337 -4.41190 0.08 0.04 -0.14 -0.234
C -7.62374 0.01828 -4.93482 -0.06 -0.06 0.09 -0.229
C -7.93444 -0.55163 -6.31903 -0.01 0.13 0.01 -0.272
C -7.04705 0.01742 -7.41931 -0.02 -0.14 -0.09 -0.114
H -7.77098 -2.53459 -3.66345 0.01 0.01 0.04 0.066
H -6.39648 -3.57500 -3.29865 -0.06 0.03 0.06 0.068
H -6.66403 -2.11061 -2.34604 -0.05 0.00 -0.02 0.073
H -5.88785 -2.22258 -5.31090 0.00 0.06 -0.01 0.102
H -4.80554 -1.82814 -3.99362 -0.01 -0.01 -0.05 0.088
H -5.48006 0.23264 -5.04657 -0.02 0.01 0.02 0.098
H -6.11228 0.17606 -3.41764 0.00 -0.02 -0.01 0.105
H -7.76399 1.10450 -4.95921 -0.01 -0.03 -0.02 0.109
H -8.36311 -0.36250 -4.22364 0.03 0.01 0.00 0.101
H -8.97720 -0.32342 -6.55987 0.02 -0.06 0.03 0.104
H -7.85475 -1.64279 -6.30963 0.00 0.02 0.04 0.099
H -7.14348 1.10435 -7.47484 0.04 -0.02 0.01 0.075
H -7.33414 -0.39616 -8.38874 0.06 0.07 0.01 0.070
H -5.99501 -0.22675 -7.25692 -0.02 0.04 -0.01 0.065
```
Forces are in eV/Å.

Calculated values
Total charge: 0
HOMO (eV): -8.07
Max |F| (Eh/bohr): 0.0924